21
Properties=species:S:1:pos:R:3:forces:R:3:lowdin_charge:R:1 method="wB97M-V/def2-TZVPD" gap_ev="10.60 / 2.96" lumo_ev="-3.372 / -11.007" spin_multiplicity=2 total_energy_ev=-14548.883 largest_force_ev_per_a=1.9 charge=+1
O 3.093 0.039 1.925 0.269 0.729 -0.304 0.2475
H 3.451 -0.544 2.594 0.431 -0.354 0.859 0.1111
H 2.575 -0.534 1.359 -0.881 -0.592 -0.734 0.0315
O 2.505 1.163 -2.843 0.357 -0.193 0.014 -0.0517
H 1.864 1.429 -2.184 -0.255 -0.069 -0.008 -0.0384
H 2.227 1.610 -3.642 0.047 0.060 -0.293 0.0377
O 0.500 1.931 -1.016 -0.154 -0.306 0.191 -0.0233
H -0.350 2.237 -1.332 -0.284 0.138 -0.228 0.0783
H 1.007 2.731 -0.878 0.254 0.359 0.289 0.0854
O -0.102 -0.451 0.387 1.366 -0.875 0.564 0.0687
H -1.052 -0.333 0.408 -1.185 -0.106 0.014 0.0341
H 0.215 0.249 -0.183 0.381 0.934 -0.550 0.0338
O 1.978 -2.062 0.159 1.387 0.285 -0.133 0.1640
H 1.158 -1.613 0.365 -1.711 0.846 0.018 0.0064
H 1.961 -2.853 0.696 0.165 -0.875 0.269 0.1074
O -2.712 -0.112 -0.232 0.317 -0.001 -0.055 -0.0213
H -3.366 -0.780 -0.437 -0.183 -0.362 -0.304 0.0823
H -2.939 0.627 -0.797 -0.157 0.349 -0.086 0.0855
O -4.037 -0.667 2.187 -0.029 -0.048 0.182 -0.0416
H -3.486 -0.567 1.410 0.115 0.327 0.103 -0.0353
H -4.493 -1.498 2.053 -0.248 -0.245 0.193 0.0379

***

15
Properties=species:S:1:pos:R:3:forces:R:3:lowdin_charge:R:1 method="wB97M-V/def2-TZVPD" gap_ev=8.67 lumo_ev=1.024 spin_multiplicity=1 smiles=Cc1c[nH]c(N)c1 total_energy_ev=-8294.449 largest_force_ev_per_a=0.3
C -2.278 -0.292 -0.041 -0.164 0.033 0.003 -0.0684
C -0.925 0.302 0.228 0.028 -0.126 -0.251 -0.3060
C -0.322 1.354 -0.416 -0.166 -0.077 -0.006 -0.0919
N 1.041 1.153 -0.359 0.120 -0.090 0.051 0.0612
C 1.303 -0.022 0.293 -0.122 0.068 -0.065 -0.3887
N 2.592 -0.601 0.192 -0.008 -0.075 0.113 0.0755
C 0.116 -0.524 0.748 0.055 -0.166 -0.120 -0.0318
H -2.065 -1.233 -0.564 -0.313 0.099 0.069 0.0778
H -2.870 -0.544 0.843 0.091 0.179 -0.024 0.0707
H -2.876 0.315 -0.726 0.022 0.059 0.224 0.0717
H -0.743 2.204 -0.940 0.074 -0.234 0.032 0.1110
H 1.751 1.749 -0.749 -0.047 -0.039 0.072 0.1473
H 2.684 -1.324 0.899 0.112 0.166 0.004 0.0770
H 2.623 -1.089 -0.704 0.217 0.127 0.171 0.0850
H -0.031 -1.449 1.296 0.102 0.075 -0.275 0.1094

***

Computed energy above the lowest of the compared OMol25 structures with the same formula, charge and spin, in the same sequence as the records: 1.125 0.547 eV.